{"formula": "C17H41As3ClMnN4O6", "method": "ωB97M-V/def2-TZVPD", "elements": ["Mn", "N", "C", "C", "C", "C", "N", "C", "N", "N", "C", "O", "O", "H", "H", "H", "H", "H", "H", "H", "H", "H", "H", "H", "H", "H", "H", "C", "As", "C", "C", "C", "C", "C", "As", "C", "C", "C", "As", "C", "C", "H", "H", "H", "H", "H", "H", "H", "H", "H", "H", "H", "H", "H", "H", "H", "H", "H", "H", "H", "H", "H", "H", "H", "H", "H", "H", "H", "O", "Cl", "O", "O", "O"], "xyz": [[0.50204, -0.99777, 0.29801], [2.56922, -0.71459, 0.56124], [2.71114, 0.73760, 0.31129], [4.12856, 1.26377, 0.22813], [4.93889, 1.26317, 1.52649], [4.24296, 1.98968, 2.68702], [3.45026, 1.10738, 3.54689], [3.91666, 0.44085, 4.59710], [5.16744, 0.63059, 5.02675], [3.13272, -0.43391, 5.22383], [1.91276, 1.02056, -0.99098], [2.28352, 1.88818, -1.74588], [0.85722, 0.26914, -1.12528], [2.96386, -1.00542, 1.44986], [3.06287, -1.21399, -0.17374], [2.14807, 1.24541, 1.10274], [4.04654, 2.28551, -0.14922], [4.67249, 0.71356, -0.54506], [5.88882, 1.75643, 1.31461], [5.19195, 0.24824, 1.85191], [3.56798, 2.75532, 2.30624], [4.95730, 2.52715, 3.30979], [2.49529, 0.89187, 3.28852], [5.74917, 1.34810, 4.63582], [5.50144, 0.15736, 5.84755], [2.24111, -0.67852, 4.81071], [3.43272, -0.89882, 6.06149], [-3.28632, -1.15457, 0.55384], [-1.77739, -1.04881, -0.66579], [-2.19356, 0.58287, -1.62234], [-2.22814, -2.34301, -2.06074], [-1.79046, -3.79775, -1.85303], [-2.27917, -4.29018, -0.48342], [-0.26605, -3.94311, -1.96805], [0.81955, -3.23617, -0.51419], [2.56904, -3.60349, -1.29122], [0.75623, -4.62543, 0.84687], [-2.46719, -4.68790, -2.91858], [-2.09801, -4.71704, -4.87545], [-1.54058, -2.89059, -5.34160], [-0.30988, -5.53670, -4.90600], [-4.22337, -1.23932, 0.00785], [-3.29692, -0.24064, 1.14562], [-3.17331, -2.00199, 1.22523], [-3.18616, 0.53145, -2.06444], [-1.43956, 0.73613, -2.39093], [-2.14925, 1.41486, -0.92204], [-1.79656, -1.94179, -2.97546], [-3.31326, -2.30128, -2.17580], [-1.86882, -3.69330, 0.33523], [-1.99427, -5.33125, -0.31697], [-3.36740, -4.22692, -0.42116], [0.08933, -3.43599, -2.86559], [0.00109, -4.99644, -2.06856], [2.62196, -4.62894, -1.65130], [3.34890, -3.46869, -0.54140], [2.74726, -2.92973, -2.12930], [0.66544, -5.60773, 0.38778], [-0.07867, -4.45315, 1.52054], [1.68205, -4.58752, 1.41944], [-3.54652, -4.52707, -2.85026], [-2.31347, -5.73721, -2.64446], [-2.37459, -2.19792, -5.23243], [-1.26514, -2.91598, -6.39636], [-0.68314, -2.52846, -4.77400], [-0.33067, -6.46641, -4.33591], [0.47606, -4.88984, -4.51944], [-0.07771, -5.78592, -5.94070], [-0.55237, -1.82691, 2.18293], [-0.19858, -0.62664, 2.96102], [-0.78864, -0.64637, 4.25040], [1.26803, -0.60875, 3.08827], [-0.60124, 0.51218, 2.17530]], "atomic_forces_ev_per_a": [[-0.8, -0.5, -0.5], [-0.1, 0.1, 0.2], [-0.1, -0.1, -0.1], [0.0, 0.1, 0.0], [-0.1, 0.0, 0.0], [0.0, 0.0, 0.0], [0.1, 0.0, 0.1], [0.0, 0.1, -0.2], [0.1, 0.0, 0.1], [0.0, 0.0, 0.0], [-0.1, 0.1, 0.1], [-0.1, 0.0, 0.0], [0.3, 0.0, 0.0], [0.0, 0.1, 0.0], [0.0, 0.0, 0.0], [0.0, 0.0, 0.0], [0.0, 0.0, 0.0], [0.0, 0.0, 0.0], [0.0, 0.0, 0.1], [0.0, 0.0, 0.0], [0.0, 0.0, 0.0], [0.0, 0.0, 0.0], [-0.1, 0.0, -0.1], [0.0, 0.0, 0.0], [0.0, 0.0, 0.0], [-0.1, 0.0, 0.0], [0.0, 0.0, 0.0], [0.1, 0.0, 0.0], [-0.1, 0.2, 0.1], [0.1, 0.0, 0.0], [0.0, 0.0, 0.0], [0.0, -0.1, 0.0], [0.0, 0.0, -0.1], [-0.2, 0.0, 0.0], [0.1, -0.2, -0.1], [0.0, 0.0, 0.0], [0.0, 0.0, 0.0], [0.0, 0.0, 0.0], [0.0, 0.0, 0.0], [0.0, 0.0, 0.0], [0.0, 0.0, 0.0], [0.0, 0.0, -0.1], [0.0, 0.0, 0.0], [0.0, 0.0, 0.0], [-0.1, 0.0, 0.0], [0.0, 0.0, 0.0], [0.0, 0.0, 0.0], [0.0, 0.0, 0.0], [-0.1, 0.0, 0.0], [0.0, 0.0, 0.0], [0.0, 0.0, 0.0], [0.0, 0.0, 0.0], [0.0, 0.0, 0.0], [0.0, -0.1, 0.0], [0.0, -0.1, 0.0], [0.0, 0.0, 0.0], [0.0, 0.0, 0.0], [0.0, 0.0, 0.0], [0.0, 0.0, 0.0], [0.0, 0.0, 0.0], [0.0, 0.0, 0.0], [0.0, 0.0, 0.0], [0.0, 0.0, 0.0], [0.0, 0.0, 0.0], [0.0, 0.0, 0.0], [0.0, 0.0, 0.0], [0.0, 0.0, 0.0], [0.0, 0.0, 0.0], [0.7, 0.4, 0.0], [-0.3, -0.2, 0.3], [0.0, -0.1, -0.3], [-0.2, 0.0, 0.3], [0.3, 0.1, 0.0]], "total_charge": 1, "gap_ev": [7.99, 7.99], "spin_multiplicity": 2, "de_lowest_ev": 0.000}